# 1
Molecular formula: CHF3
Method: DFT, wB97M-V/def2-TZVPD

Last column: Mulliken charge in e.
Atoms and positions in Å:
F: -0.95642 -0.70639 -0.39977  -0.191
F: 0.12699 1.16821 -0.44809  -0.198
F: 0.99690 -0.56305 0.51722  -0.198
C: -0.14987 0.08746 0.29034  0.504
H: -0.60798 0.38632 1.23375  0.083

Output
* HOMO energy: -13.896 eV
* energy above the lowest of the compared OMol25 structures with the same formula, charge and spin: 0.0009 eV
* net charge: 0
* structure (SMILES): FC(F)F
* frontier orbital gap: 14.983 eV

=====

# 2
Molecular formula: C2H5PSi
Method: DFT, wB97M-V/def2-TZVPD

Last column: Mulliken charge in e.
Atoms and positions in Å:
P: 1.61847 0.49208 0.00845  -0.178
Si: -1.24698 0.69691 -0.04789  0.385
C: 0.23735 -0.35784 -0.86099  -0.515
C: 0.14427 -0.19275 0.71106  -0.219
H: -2.50689 0.21407 0.10386  -0.122
H: -1.17530 1.97433 -0.55526  -0.086
H: 0.39334 -1.26202 -1.47454  0.335
H: 0.15186 -0.91988 1.56093  0.390
H: 2.38388 -0.64491 0.55437  0.010

Output
* HOMO energy: -8.604 eV
* energy above the lowest of the compared OMol25 structures with the same formula, charge and spin: 0.1718 eV
* net charge: 0
* frontier orbital gap: 9.173 eV

=====

# 3
Molecular formula: C5H8O
Method: DFT, wB97M-V/def2-TZVPD

Last column: Mulliken charge in e.
Atoms and positions in Å:
O: -1.54232 -0.51951 1.27712  -0.508
C: -0.32831 -0.18712 1.91479  -0.464
C: 0.23473 -1.04152 -0.56301  -0.589
C: 0.69109 0.21936 -1.34133  -0.475
C: -0.40228 -0.10679 0.46064  0.558
C: -0.24959 1.08983 -0.46937  -0.574
H: 1.01688 -1.71656 -0.19296  0.283
H: 0.48782 0.21860 -2.41944  0.274
H: -1.19497 1.32944 -0.97476  0.229
H: -0.52062 -1.62309 -1.10897  0.221
H: 0.17061 2.00195 -0.02686  0.297
H: -0.32465 0.90079 2.23520  0.234
H: 1.75088 0.45270 -1.17639  0.240
H: 0.21072 -1.01810 2.38533  0.275

Output
* HOMO energy: -10.020 eV
* energy above the lowest of the compared OMol25 structures with the same formula, charge and spin: 2.3015 eV
* net charge: 0
* structure (SMILES): C1CC2(C1)CO2
* frontier orbital gap: 11.086 eV

=====

# 4
Molecular formula: C32H51AuBN11S3
Method: DFT, wB97M-V/def2-TZVPD

Last column: Mulliken charge in e.
Atoms and positions in Å:
Au: -0.34582 -0.29543 -0.03518  1.361
S: -0.46462 -0.19260 2.61488  -0.100
S: 2.07830 -0.41229 -0.24021  -0.117
S: -0.32329 2.25936 -0.37169  -0.390
N: 2.11082 0.58286 2.67474  0.181
N: -1.33412 -4.88182 -0.50839  0.203
N: 0.94822 -4.71538 0.25736  0.198
N: 2.56424 2.10693 0.62609  -0.135
N: 0.42512 -4.38898 -2.08070  0.101
N: -0.24180 -2.71434 -0.45734  0.568
N: 1.81508 -1.34638 3.70630  0.901
N: -2.56830 -0.21455 -0.18632  0.538
N: -1.32728 3.64595 1.80474  0.522
N: 3.26247 1.81961 -1.43497  0.731
N: 0.58654 2.63105 2.16604  0.172
C: -0.15651 -2.80545 4.42772  -1.736
C: 5.17305 1.62222 -2.94392  -1.575
C: -2.82180 5.58381 1.91988  -1.824
C: 3.66720 1.37804 -2.81765  1.018
C: -2.62310 4.20409 1.28232  1.203
C: -4.53323 0.55040 -1.29413  -0.769
C: 3.53401 3.12071 -1.06484  -0.312
C: 0.75299 -3.30063 0.48192  -0.176
C: 1.18079 -0.32392 3.05301  -0.077
C: 0.19754 3.23014 3.33978  -1.220
C: 3.33134 0.11706 3.05378  -1.343
C: 0.23463 -2.97452 -1.84676  -0.771
C: 2.65948 1.21161 -0.37989  -0.264
C: -3.15849 0.47512 -1.16891  -0.621
C: -0.98048 3.84599 3.12427  -0.504
C: -0.35777 2.88408 1.23174  0.266
C: -1.51254 -3.46698 -0.27320  -0.576
C: -0.33604 -5.40404 0.42519  -0.726
C: -4.71627 -0.82970 0.64560  -1.084
C: -2.65224 4.38023 -0.23331  -1.776
C: 3.15488 -1.06697 3.69074  -0.388
C: 1.65928 -2.19186 5.98769  -1.671
C: 3.38988 -0.08506 -3.13580  -2.045
C: -3.33553 -0.84864 0.70650  -0.092
C: 1.33719 -2.51966 4.52633  0.913
C: 1.40672 -4.90720 -1.12539  -0.696
C: 2.12051 -3.75445 4.06268  -1.405
C: 2.89280 2.24929 -3.80937  -1.468
C: -0.84716 -5.08604 -1.87637  -0.692
C: -5.32889 -0.11915 -0.37602  -0.431
C: 3.10418 3.29399 0.19806  -1.461
C: -3.72544 3.23586 1.72053  -1.129
B: 2.01048 2.01655 2.06824  1.236
H: -2.82291 -1.37830 1.49984  0.361
H: -0.48098 -2.99406 3.40857  0.062
H: 2.09766 -3.85399 2.97603  0.279
H: 3.90624 -0.75377 -2.45007  0.418
H: 3.88306 -1.70935 4.15065  0.666
H: -3.64519 6.09212 1.42249  0.465
H: 1.07126 -1.33881 6.32974  0.384
H: 5.51256 1.27974 -3.92028  0.444
H: -2.74939 3.43338 -0.75318  0.276
H: -2.50321 0.97464 -1.86856  0.551
H: 1.40988 -3.04960 6.61116  0.468
H: 3.16008 -3.72400 4.38780  0.414
H: -1.92968 6.20053 1.80403  0.416
H: 1.56271 -5.96973 -1.30782  0.382
H: -0.70481 -6.15226 -2.04803  0.333
H: 5.42770 2.67804 -2.85856  0.412
H: -0.19851 -6.46936 0.24315  0.361
H: 2.32588 -0.30613 -3.12659  0.375
H: -3.74911 3.13559 2.80635  0.380
H: -2.25479 -3.07395 -0.97159  0.178
H: -1.58676 -4.71025 -2.58511  0.343
H: -0.36268 -3.69718 5.01831  0.601
H: -0.69022 -5.26891 1.44996  0.302
H: -1.57143 4.42029 3.81218  0.563
H: -3.51764 4.99071 -0.48851  0.528
H: 5.72042 1.06702 -2.18088  0.373
H: 1.17950 -2.44910 -1.99474  0.354
H: 2.72058 2.70224 2.74331  -0.186
H: -3.55562 2.24947 1.28198  0.049
H: 0.79643 3.17705 4.23236  0.680
H: -0.75133 -1.99136 4.83856  0.498
H: -5.29366 -1.36459 1.38605  0.512
H: 1.70573 -2.78618 0.36109  0.680
H: -1.86395 -3.31831 0.75086  0.053
H: 4.01271 3.82525 -1.71918  0.599
H: -4.69602 3.60288 1.38677  0.472
H: 1.67561 -4.64954 4.49358  0.491
H: 1.81700 2.11882 -3.68142  0.294
H: -0.50733 -2.58379 -2.54658  0.279
H: 4.23912 0.66007 2.85236  0.687
H: 3.76454 -0.27935 -4.14048  0.659
H: 2.71573 -1.96533 6.13157  0.376
H: -1.76318 4.89571 -0.59846  0.423
H: -4.96550 1.12189 -2.10330  0.489
H: -3.07548 5.52192 2.97729  0.455
H: 3.15749 1.95275 -4.82351  0.460
H: 3.14360 4.16586 0.82778  0.672
H: 0.38838 -3.13907 1.49752  -1.010
H: 3.12963 3.30697 -3.69692  0.400
H: 2.35287 -4.38004 -1.26331  0.306
H: -6.40732 -0.09284 -0.45620  0.434

Output
* HOMO energy (spin up / spin down): -12.424 / -13.255 eV
* net charge: +2
* frontier orbital gap (spin up / spin down): 7.888 / 5.113 eV
* ⟨S²⟩: 2.024
* 2S+1: 3

=====

# 5
Molecular formula: C3H9O3S
Method: DFT, wB97M-V/def2-TZVPD

Last column: Mulliken charge in e.
Atoms and positions in Å:
S: -1.95154 -0.58871 1.78612  -0.541
O: 1.74726 0.80192 -0.32731  -0.471
O: -1.87046 -2.64227 1.78218  -0.648
O: 1.32995 4.06186 0.31324  -0.653
C: 1.18378 -0.22385 -0.51858  0.038
C: 0.65743 -0.13547 -2.99737  -0.993
C: 1.01681 -1.11435 -1.80524  -0.267
H: 0.72733 -0.78600 0.37886  0.240
H: 1.85015 -1.83816 -1.91661  0.356
H: -0.38229 -0.26311 -3.58418  0.277
H: -2.70830 -3.05324 1.56592  0.237
H: 0.90006 3.69221 1.18743  0.345
H: 0.42839 0.78250 -2.57107  0.316
H: 1.38083 0.10874 -3.84030  0.234
H: 0.15534 -1.82755 -1.92156  0.229
H: 2.07106 3.67389 -0.09416  0.302

Output
* HOMO energy: -2.877 eV
* energy above the lowest of the compared OMol25 structures with the same formula, charge and spin: 3.5928 eV
* net charge: -1
* frontier orbital gap: 6.255 eV

=====

# 6
Molecular formula: C6H6
Method: DFT, wB97M-V/def2-TZVPD

Last column: Mulliken charge in e.
Atoms and positions in Å:
C: -2.25506 0.45886 -0.43640  0.340
C: 1.03089 1.10274 -0.56339  -1.272
C: 0.23251 0.20901 0.42355  0.584
C: 0.40453 -2.44583 0.76593  0.103
C: 0.39549 -1.26468 0.51434  -0.865
C: -1.18162 0.38429 0.06679  -0.993
H: -3.27581 0.40664 -0.75407  0.448
H: 0.54622 -3.48784 0.96300  0.431
H: 0.68590 0.92893 -1.58551  0.349
H: 0.47710 0.57832 1.42572  0.189
H: 2.10998 0.96773 -0.48693  0.373
H: 0.82987 2.16182 -0.33301  0.314

Output
* HOMO energy: -9.903 eV
* energy above the lowest of the compared OMol25 structures with the same formula, charge and spin: 4.1347 eV
* net charge: 0
* structure (SMILES): C#CC(C)C#C
* frontier orbital gap: 10.909 eV

=====

# 7
Molecular formula: C22H35ClO2P2Pd
Method: DFT, wB97M-V/def2-TZVPD

Last column: Mulliken charge in e.
Atoms and positions in Å:
Pd: 0.00566 -1.40363 -0.31535  -0.933
Cl: 0.12430 1.46529 9.07055  -0.191
P: 0.60594 -3.19598 -1.43308  0.187
P: -0.17715 2.42019 1.06811  1.353
O: -1.81739 0.42262 2.75676  -0.533
O: 0.04931 1.67465 2.48443  -0.142
C: 0.65839 2.06299 6.52916  -0.744
C: 2.23911 -3.61635 -1.01077  -1.119
C: 0.21115 0.40298 -1.19439  -1.047
C: -0.61720 1.16722 4.71513  0.040
C: 1.02290 3.73900 1.08745  -1.369
C: -0.83914 1.05054 -3.18056  -0.239
C: 1.60829 -1.07282 -4.14060  -1.230
C: -1.28779 0.28570 5.56927  -0.504
C: 0.40997 1.96797 5.18072  -0.220
C: -1.37822 -1.15153 -4.34154  -1.393
C: -1.75754 0.32612 -4.08146  -0.911
C: 0.42211 1.65982 -0.44194  -0.540
C: -0.11819 1.30816 7.40972  0.413
C: 1.26891 0.40056 -4.48804  -0.902
C: 0.52301 1.08457 -3.42223  -0.513
C: -0.89888 1.02311 3.28179  0.724
C: -1.92089 2.67495 0.82731  -1.297
C: -0.59854 -1.80811 -3.28776  -0.127
C: -0.89737 -4.05079 -1.04725  -1.290
C: 0.77058 -1.91900 -3.17903  0.528
C: -1.03010 0.35924 6.93851  -0.602
C: 0.43603 -1.82821 1.84088  -1.010
H: -0.56050 -1.87980 2.38539  0.139
H: 1.45306 2.67205 6.87221  0.459
H: -0.88125 -1.23482 -5.29655  0.217
H: -0.67999 -4.39533 -0.03485  0.404
H: -0.79640 0.24468 -1.72628  0.864
H: 0.05352 2.49214 -1.04704  0.415
H: -2.30856 -1.74051 -4.45618  0.535
H: -1.75225 -3.36304 -0.95758  0.499
H: -1.93874 -0.46312 5.12528  0.437
H: 1.10497 0.12537 -1.81422  0.816
H: -1.10751 -4.85648 -1.74183  0.298
H: 0.69803 4.49801 0.37616  0.427
H: 2.88538 -2.72880 -1.02636  0.261
H: -1.28739 -2.34286 -2.67046  0.104
H: 1.96132 3.33265 0.73011  0.445
H: -2.25580 1.84547 0.21700  0.358
H: 1.13541 -1.16164 2.40540  0.198
H: 1.66019 -1.66800 -5.07874  0.549
H: -1.50584 -0.34796 7.62020  0.389
H: 1.17989 1.77436 -2.91202  0.553
H: 0.82552 0.45618 -5.48826  0.299
H: 1.19517 4.16983 2.08578  0.382
H: 2.63220 -4.36930 -1.68785  0.405
H: 2.16467 -3.96274 0.03019  0.386
H: -1.30866 1.77218 -2.50605  0.651
H: -2.72407 0.28726 -3.59223  0.360
H: -2.04285 3.60227 0.27281  0.482
H: 0.88012 -2.86581 1.68840  0.289
H: 2.65698 -1.10323 -3.83237  0.295
H: -2.47428 2.71038 1.77400  0.411
H: -1.96366 0.87201 -5.02751  0.345
H: 1.29669 -2.94694 -3.30680  0.132
H: 2.24136 0.91964 -4.63625  0.374
H: 1.03750 2.45115 4.43169  0.398
H: 1.50847 1.75550 -0.37102  0.033

Output
* HOMO energy (spin up / spin down): -4.300 / -4.120 eV
* energy above the lowest of the compared OMol25 structures with the same formula, charge and spin: 8.0419 eV
* net charge: 0
* frontier orbital gap (spin up / spin down): 3.687 / 3.514 eV
* ⟨S²⟩: 2.244
* 2S+1: 3

=====

# 8
Molecular formula: C4H12NO2
Method: DFT, wB97M-V/def2-TZVPD

Last column: Mulliken charge in e.
Atoms and positions in Å:
O: 0.04504 0.43934 2.82816  -0.613
O: 1.00123 1.01299 0.42288  -0.590
N: 2.19921 0.79633 -1.95381  -0.580
C: -0.76115 0.20041 -1.06857  -0.577
C: 0.49724 0.02059 -0.14483  0.343
C: -1.13628 -0.17656 0.30385  0.227
C: -1.65599 -1.61073 0.51239  -1.372
H: -1.03050 -2.44453 0.19221  0.378
H: 1.55922 1.33314 -2.54055  0.201
H: -1.11982 -0.56153 -1.76174  0.278
H: -1.91960 -1.76201 1.56016  0.355
H: -2.57421 -1.67857 -0.07514  0.397
H: 3.08578 0.69865 -2.44194  0.247
H: 0.12742 0.82650 3.70333  0.312
H: 2.26419 1.10922 -0.99897  0.239
H: -0.70888 1.15621 -1.59035  0.365
H: 1.02596 -0.92925 -0.11373  0.442
H: -1.42897 0.60877 0.99175  0.588
H: 0.53011 0.96104 2.17491  0.358

Output
* HOMO energy: -14.311 eV
* energy above the lowest of the compared OMol25 structures with the same formula, charge and spin: 5.6578 eV
* net charge: +1
* frontier orbital gap: 6.408 eV

=====

# 9
Molecular formula: C6H7NO2S
Method: DFT, wB97M-V/def2-TZVPD

Last column: Mulliken charge in e.
Atoms and positions in Å:
S: -1.09799 0.99298 -1.10710  0.328
O: 1.51220 0.81363 1.59601  -0.587
O: -2.44686 1.06218 -0.70284  -0.529
N: -0.10394 0.26265 0.09812  0.054
C: 0.77592 1.09178 0.67275  0.773
C: -0.38473 2.62281 -0.70606  -0.420
C: 0.77149 -2.16806 -0.01150  -0.385
C: 0.60004 2.52574 0.19571  -0.501
C: -0.64193 -2.20737 -0.42751  -0.723
C: -0.23605 -1.11183 0.49702  -0.135
H: -0.61012 3.50959 -1.18125  0.481
H: 1.12289 -2.87592 0.80744  0.216
H: -0.71471 -1.81496 -1.39511  0.244
H: 1.10272 3.39024 0.68224  0.339
H: -1.21639 -2.91306 -0.00673  0.308
H: -0.09466 -1.19805 1.64712  0.309
H: 1.66212 -1.98234 -0.65832  0.228

Output
* HOMO energy: -9.446 eV
* energy above the lowest of the compared OMol25 structures with the same formula, charge and spin: 3.3761 eV
* net charge: 0
* frontier orbital gap: 9.478 eV